This record from the Open Molecules 2025 dataset describes C19H26N7O6P2Pd as an isolated structure. The level of theory is wB97M-V/def2-TZVPD.

As for the charge: +1. As for the energy: -64899.83664 eV. The LUMO energy comes out at -3.276 eV. As for the highest occupied orbital energy: -12.01 eV. For the gap between HOMO and LUMO, the calculation gives 8.732 eV. The calculation puts the energy above the lowest of the compared OMol25 structures with the same formula, charge and spin at 0.4 kcal per mole.

XYZ file:
```
61
C19H26N7O6P2Pd (wB97M-V/def2-TZVPD)
Pd 0.365 0.121 -0.025
C 1.457 -3.838 1.368
C 1.067 -2.491 1.360
N 0.955 -1.814 0.238
C 1.200 -2.435 -0.940
C 1.585 -3.769 -1.029
C 1.715 -4.475 0.182
C 1.805 -4.334 -2.332
C 1.629 -3.598 -3.452
C 1.217 -2.223 -3.376
C 0.981 -1.394 -4.490
C 0.569 -0.101 -4.296
C 0.398 0.389 -2.994
N 0.627 -0.374 -1.944
C 1.020 -1.659 -2.121
H 1.538 -4.356 2.312
H 0.834 -1.955 2.271
H 2.013 -5.516 0.167
H 2.111 -5.370 -2.399
H 1.790 -4.036 -4.428
H 1.121 -1.785 -5.490
H 0.371 0.556 -5.131
H 0.081 1.402 -2.789
N 0.319 3.881 2.050
C 1.480 2.953 1.710
C 2.756 3.611 2.216
P 1.053 1.439 2.693
O 2.380 0.541 2.680
O 0.697 1.962 4.028
O 0.001 0.680 1.899
P 1.403 2.921 -0.135
O 2.685 2.069 -0.579
O 1.453 4.332 -0.562
O 0.158 2.102 -0.481
H 0.235 3.931 3.073
H -0.552 3.496 1.674
H 0.480 4.793 1.611
H 2.719 3.753 3.298
H 2.915 4.574 1.727
H 3.605 2.970 1.986
H 2.907 0.672 3.479
H 3.403 2.645 -0.875
C -2.000 -0.704 4.599
C -3.507 -0.668 4.369
C -3.978 0.739 4.018
C -3.939 -1.698 3.324
N -3.386 -1.441 1.997
C -3.819 -0.646 1.012
N -2.971 -0.701 0.014
N -2.002 -1.548 0.418
N -2.239 -1.995 1.598
H -1.714 -0.006 5.385
H -1.458 -0.417 3.697
H -1.667 -1.702 4.894
H -4.011 -0.980 5.290
H -3.446 1.123 3.145
H -3.777 1.420 4.845
H -5.051 0.773 3.814
H -5.024 -1.725 3.220
H -3.596 -2.693 3.603
H -4.730 -0.074 1.049
```

***

This record from the Open Molecules 2025 dataset describes an isolated ion of composition C19H26NO4 and charge +1. The level of theory is wB97M-V/def2-TZVPD.

As for the charge: +1. As for the energy: -29797.73522 eV. The LUMO energy comes out at -2.254 eV. As for the highest occupied orbital energy: -10.80 eV. The SMILES is COc1ccc(OC)c(C[NH2+]CCc2ccc(OC)c(OC)c2)c1. For the gap between HOMO and LUMO, the calculation gives 8.541 eV. The calculation puts the energy above the lowest of the compared OMol25 structures with the same formula, charge and spin at 15.3 kcal per mole.

XYZ file:
```
50
C19H26NO4 (wB97M-V/def2-TZVPD)
C 4.423 3.662 3.732
H 5.268 4.046 4.299
H 4.719 3.534 2.687
H 3.592 4.371 3.798
O 4.096 2.427 4.331
C 3.057 1.716 3.857
C 2.772 0.520 4.521
C 1.731 -0.288 4.118
C 0.936 0.079 3.039
C 1.207 1.274 2.364
C 2.264 2.077 2.770
H 2.448 2.996 2.236
C 0.329 1.695 1.215
N 0.188 0.585 0.241
H -0.526 0.779 -0.485
H -0.117 -0.227 0.814
C 1.422 0.241 -0.498
H 1.786 1.144 -0.992
H 2.182 -0.095 0.209
C 1.102 -0.844 -1.526
C -0.176 -0.551 -2.278
C -0.487 0.730 -2.718
C -1.676 0.959 -3.384
C -2.591 -0.059 -3.641
C -2.275 -1.368 -3.206
C -1.081 -1.576 -2.527
H -0.834 -2.570 -2.190
O -3.169 -2.362 -3.458
C -2.829 -3.695 -3.155
H -1.907 -3.999 -3.659
H -3.657 -4.295 -3.528
H -2.730 -3.851 -2.076
O -3.705 0.349 -4.281
C -4.670 -0.557 -4.780
H -4.227 -1.269 -5.480
H -5.170 -1.099 -3.976
H -5.392 0.066 -5.305
H -1.926 1.945 -3.740
H 0.207 1.549 -2.600
H 1.012 -1.812 -1.028
H 1.938 -0.917 -2.224
H 0.744 2.570 0.712
H -0.669 1.944 1.586
O -0.119 -0.676 2.554
C -0.515 -1.825 3.280
H -0.770 -1.572 4.310
H 0.265 -2.590 3.268
H -1.401 -2.202 2.772
H 1.543 -1.201 4.656
H 3.387 0.243 5.361
```

***

This record from the Open Molecules 2025 dataset describes an isolated ion of composition C19H26NO4P2S2 and charge +1 at a distorted geometry. The level of theory is wB97M-V/def2-TZVPD.

As for the charge: +1. As for the energy: -70048.58411 eV. The LUMO energy comes out at -2.625 eV. As for the highest occupied orbital energy: -10.52 eV. For the gap between HOMO and LUMO, the calculation gives 7.892 eV.

XYZ file:
```
54
C19H26NO4P2S2 (wB97M-V/def2-TZVPD)
C 3.976 2.369 1.702
O 3.784 0.988 1.444
C 4.195 0.658 0.148
P 3.495 -0.955 -0.350
C 2.814 -1.930 0.977
C 1.718 -1.108 1.720
C 0.513 -1.960 2.072
S -0.630 -2.096 0.680
C -2.043 -1.132 1.215
S -2.560 -1.233 2.748
N -2.664 -0.440 0.160
C -1.747 0.420 -0.564
C -0.901 1.298 0.107
C -0.027 2.123 -0.589
C -0.003 2.104 -1.983
C -0.854 1.232 -2.654
C -1.718 0.400 -1.949
C -3.885 0.246 0.534
C -4.012 1.629 0.536
C -5.221 2.222 0.886
C -6.327 1.460 1.242
C -6.203 0.073 1.213
C -5.003 -0.518 0.866
C 2.259 -0.809 -1.650
P 1.959 -2.420 -2.418
O 1.437 -3.423 -1.490
O 0.958 -2.151 -3.630
O 3.368 -2.802 -3.024
H 5.034 2.630 1.696
H 3.579 2.600 2.683
H 3.448 2.987 0.974
H 5.286 0.602 0.093
H 3.845 1.413 -0.565
H 4.553 -1.672 -0.917
H 2.336 -2.794 0.514
H 3.574 -2.275 1.670
H 1.426 -0.218 1.168
H 2.171 -0.735 2.635
H 0.013 -1.533 2.936
H 0.814 -2.958 2.376
H -0.910 1.333 1.187
H 0.629 2.785 -0.044
H 0.668 2.773 -2.499
H -0.841 1.233 -3.734
H -2.369 -0.265 -2.497
H -3.208 2.290 0.259
H -5.316 3.296 0.880
H -7.249 1.937 1.525
H -7.038 -0.552 1.483
H -4.909 -1.594 0.858
H 2.698 -0.161 -2.414
H 1.343 -0.342 -1.294
H 0.415 -1.376 -3.425
H 3.333 -3.647 -3.496
```

***

This record from the Open Molecules 2025 dataset describes an isolated ion of composition C19H27B2F5N2O12PS and charge +1 at a distorted geometry. The level of theory is wB97M-V/def2-TZVPD.

As for the charge: +1. As for the energy: -82745.36008 eV. The LUMO energy comes out at -5.165 eV. As for the highest occupied orbital energy: -11.44 eV. The SMILES is COB(O)[N@@+]1(S(=O)(=O)C(F)(F)C(F)(F)F)[C@H](CN)[C@](CP(=O)(O)O)(B(O)O)O[C@]1(CC(=O)c1ccccc1)C[C@@H]1CO1. For the gap between HOMO and LUMO, the calculation gives 6.275 eV.

XYZ file:
```
69
C19H27B2F5N2O12PS (wB97M-V/def2-TZVPD)
C 1.859 -3.242 0.974
O 1.186 -2.073 0.457
B 1.739 -0.871 0.907
O 2.664 -1.050 1.919
N 1.367 0.493 0.261
S 2.848 1.425 0.404
O 3.165 1.832 1.769
O 2.565 2.692 -0.281
C 4.451 0.888 -0.294
F 5.310 1.900 0.125
F 4.638 0.970 -1.656
C 5.227 -0.406 0.185
F 4.736 -1.585 -0.250
F 6.467 -0.302 -0.418
F 5.528 -0.398 1.513
C 0.829 0.281 -1.136
C 1.809 0.126 -2.340
N 2.673 -1.094 -2.248
C -0.322 1.306 -1.523
C -1.705 0.835 -2.141
P -1.904 -0.778 -2.978
O -3.302 -0.834 -3.485
O -0.925 -1.082 -4.286
O -1.840 -1.993 -1.803
B 0.004 2.687 -2.330
O 0.814 2.842 -3.460
O -0.686 3.840 -1.850
O -0.699 1.669 -0.136
C 0.091 1.064 0.958
C -1.020 -0.058 1.276
C -2.471 0.518 1.440
O -2.808 1.595 1.850
C -3.648 -0.473 1.100
C -3.839 -1.606 2.009
C -4.929 -2.550 1.816
C -5.857 -2.354 0.710
C -5.646 -1.242 -0.211
C -4.553 -0.296 -0.022
C 0.122 2.364 1.785
C 0.061 2.179 3.424
C 0.698 0.812 4.017
O -0.829 1.152 3.946
H 2.946 -3.304 0.714
H 1.668 -3.429 2.066
H 1.386 -4.123 0.453
H 2.587 -0.447 2.681
H 0.243 -0.674 -1.263
H 2.382 1.041 -2.627
H 1.149 -0.067 -3.239
H 2.133 -1.857 -2.671
H 3.477 -0.958 -2.863
H -2.039 1.631 -2.869
H -2.467 0.893 -1.315
H -0.746 -2.046 -4.273
H -1.042 -2.543 -1.920
H 1.679 3.179 -3.149
H -1.435 3.929 -2.476
H -1.103 -0.810 0.444
H -0.819 -0.641 2.209
H -3.159 -1.759 2.877
H -5.059 -3.407 2.510
H -6.710 -3.051 0.542
H -6.323 -1.083 -1.077
H -4.430 0.553 -0.726
H -0.789 3.011 1.655
H 0.973 3.071 1.693
H 0.224 3.130 4.049
H 0.696 -0.139 3.449
H 0.708 0.716 5.130
```

***

This record from the Open Molecules 2025 dataset describes a 9-piece molecular cluster, C19H27Cl32N4 overall at a distorted geometry. The level of theory is wB97M-V/def2-TZVPD.

As for the charge: +1. As for the energy: -426809.99294 eV. The LUMO energy comes out at -2.577 eV. As for the highest occupied orbital energy: -11.11 eV. For the gap between HOMO and LUMO, the calculation gives 8.535 eV.

XYZ file:
```
82
C19H27Cl32N4 (wB97M-V/def2-TZVPD)
N 6.846 -2.178 0.416
C 6.031 -1.370 -0.512
C 6.140 0.115 -0.172
C 4.843 0.883 -0.461
C 3.990 0.895 0.827
C 2.513 1.225 0.587
C 1.505 0.053 0.738
N 2.077 -1.191 1.272
C 1.457 -2.413 0.773
C -0.028 -2.329 0.419
N -0.402 -1.054 -0.276
C 0.748 -0.135 -0.580
C 1.611 -0.520 -1.792
C 0.918 -1.294 -2.922
N 1.068 -2.758 -2.827
H 6.279 -2.496 1.192
H 7.199 -3.003 -0.053
H 4.977 -1.649 -0.379
H 6.348 -1.582 -1.528
H 6.988 0.572 -0.676
H 6.362 0.180 0.891
H 4.296 0.438 -1.288
H 5.123 1.914 -0.660
H 4.411 1.704 1.422
H 4.174 -0.014 1.391
H 2.228 2.014 1.280
H 2.400 1.664 -0.402
H 0.740 0.395 1.450
H 1.885 -1.179 2.268
H 1.989 -2.701 -0.134
H 1.606 -3.238 1.461
H -0.325 -3.200 -0.151
H -0.608 -2.386 1.338
H -0.994 -0.537 0.379
H -1.030 -1.253 -1.065
H 0.310 0.837 -0.790
H 2.483 -1.066 -1.439
H 1.998 0.409 -2.202
H -0.151 -1.097 -2.979
H 1.340 -1.014 -3.881
H 1.980 -3.012 -2.468
H 0.355 -3.178 -2.247
C -4.045 -1.927 -1.803
Cl -4.428 -0.370 -2.536
Cl -3.864 -1.733 -0.053
Cl -5.292 -3.097 -2.179
Cl -2.468 -2.487 -2.411
C -3.391 -0.169 3.844
Cl -2.821 -0.216 5.510
Cl -4.843 0.818 3.733
Cl -2.125 0.523 2.804
Cl -3.745 -1.815 3.296
C -3.389 4.416 4.695
Cl -3.009 6.134 4.809
Cl -4.675 4.015 5.836
Cl -3.923 4.039 3.050
Cl -1.946 3.468 5.079
C 2.557 5.501 1.132
Cl 2.735 7.215 1.503
Cl 1.063 4.890 1.862
Cl 2.485 5.270 -0.620
Cl 3.935 4.605 1.786
C -9.255 -2.400 -3.472
Cl -9.325 -2.566 -5.226
Cl -8.022 -1.203 -3.049
Cl -10.820 -1.870 -2.845
Cl -8.831 -3.957 -2.747
C -13.225 -4.621 -5.981
Cl -12.673 -3.603 -4.645
Cl -13.440 -3.626 -7.425
Cl -12.013 -5.868 -6.301
Cl -14.759 -5.384 -5.554
C 2.014 -2.248 5.473
Cl 1.942 -1.875 7.191
Cl 0.859 -1.217 4.601
Cl 3.639 -1.938 4.856
Cl 1.591 -3.942 5.208
C 6.357 8.393 -1.009
Cl 6.177 9.998 -0.296
Cl 8.066 7.951 -1.047
Cl 5.459 7.219 -0.036
Cl 5.712 8.402 -2.655
```

***

This record from the Open Molecules 2025 dataset describes C19H27CrN4O4S as an isolated structure at a distorted geometry. The level of theory is wB97M-V/def2-TZVPD.

As for the charge: +1. As for the energy: -73541.48842 eV. The LUMO energy (alpha / beta) comes out at -2.647 / -2.952 eV. As for the highest occupied orbital energy (alpha / beta): -11.02 / -11.77 eV. For the gap between HOMO and LUMO (alpha / beta), the calculation gives 8.373 / 8.816 eV. The spin multiplicity is 5. The calculation puts the energy above the lowest of the compared OMol25 structures with the same formula, charge and spin at 2.4 kcal per mole.

XYZ file:
```
56
C19H27CrN4O4S (wB97M-V/def2-TZVPD)
Cr 0.748 -0.061 0.575
C 3.157 1.817 1.779
C 1.688 1.706 2.081
C 0.854 2.798 1.813
C -0.416 2.900 2.361
C -1.235 4.124 2.103
C -0.888 1.864 3.162
C -0.119 0.739 3.413
C -0.613 -0.331 4.334
C 1.173 0.649 2.862
H 3.663 0.857 1.854
H 3.623 2.495 2.495
H 3.318 2.223 0.781
H 1.240 3.619 1.225
H -1.578 4.112 1.069
H -0.630 5.017 2.242
H -2.097 4.177 2.764
H -1.859 1.955 3.628
H -0.110 -0.254 5.298
H -0.411 -1.322 3.933
H -1.680 -0.226 4.505
H 1.840 -0.115 3.255
O 2.522 -0.571 0.300
N 3.286 -1.573 0.575
C 2.804 -2.650 1.167
C 3.671 -3.710 1.485
N 4.348 -4.594 1.760
C 1.428 -2.648 1.446
N 0.397 -2.098 1.432
O -2.207 2.122 -0.571
C -2.053 0.974 -0.129
O -1.132 0.519 0.558
C -3.245 0.004 -0.475
N -4.303 0.929 -0.930
C -5.214 1.120 0.223
C -5.220 -0.238 0.913
C -3.782 -0.746 0.746
H -2.917 -0.662 -1.274
H -4.794 0.617 -1.766
H -3.676 1.815 -1.088
H -6.197 1.457 -0.103
H -4.778 1.879 0.872
H -5.928 -0.909 0.428
H -5.497 -0.157 1.959
H -3.751 -1.822 0.600
H -3.163 -0.510 1.612
C 0.553 0.798 -4.049
S 1.380 0.883 -2.418
C 2.842 -0.112 -2.870
O 0.511 -0.034 -1.594
H 1.126 1.356 -4.779
H -0.433 1.238 -3.938
H 0.459 -0.242 -4.345
H 3.542 0.535 -3.388
H 2.562 -0.955 -3.492
H 3.296 -0.466 -1.950
```

***

This record from the Open Molecules 2025 dataset describes C19H27FIN2OOsSSbSi as an isolated structure at a distorted geometry. The level of theory is wB97M-V/def2-TZVPD.

As for the charge: -2. As for the energy: -63703.98003 eV. The LUMO energy (alpha / beta) comes out at 4.700 / 4.601 eV. As for the highest occupied orbital energy (alpha / beta): 0.19 / -2.04 eV. For the gap between HOMO and LUMO (alpha / beta), the calculation gives 4.514 / 6.636 eV. The spin multiplicity is 5. The calculation puts the energy above the lowest of the compared OMol25 structures with the same formula, charge and spin at 1.2 kcal per mole.

XYZ file:
```
55
C19H27FIN2OOsSSbSi (wB97M-V/def2-TZVPD)
Os 1.068 -0.274 -1.489
C 0.871 2.877 1.807
Si 0.567 1.020 1.584
C 0.733 0.244 3.295
C -1.219 0.880 1.057
N 1.637 0.213 0.496
C 2.940 -0.070 0.866
C 3.756 0.782 1.625
C 5.058 0.456 1.973
C 5.618 -0.747 1.574
C 4.843 -1.624 0.824
C 3.552 -1.281 0.504
F 2.817 -2.168 -0.205
H 0.016 3.324 2.321
H 0.971 3.366 0.837
H 1.764 3.102 2.393
H 0.004 0.678 3.983
H 1.730 0.400 3.712
H 0.556 -0.833 3.243
H -1.875 1.258 1.846
H -1.489 -0.155 0.848
H -1.400 1.450 0.145
H 3.354 1.742 1.919
H 5.644 1.164 2.549
H 6.641 -0.998 1.823
H 5.225 -2.574 0.475
C -3.233 -2.014 -0.737
Sb -1.829 -3.101 0.472
C -2.807 -5.010 0.261
C -3.006 -2.679 2.288
H -4.235 -2.105 -0.313
H -3.195 -2.430 -1.740
H -2.950 -0.963 -0.780
H -3.887 -4.871 0.207
H -2.571 -5.633 1.125
H -2.447 -5.486 -0.647
H -4.056 -2.931 2.129
H -2.930 -1.622 2.548
H -2.627 -3.263 3.130
O -1.155 -3.829 -2.139
S 0.021 -3.209 -2.879
N 0.511 -1.868 -2.318
C 0.061 1.104 -1.967
C -0.637 2.134 -2.568
C -0.460 3.492 -2.150
C -1.177 4.510 -2.731
C -2.112 4.262 -3.744
C -2.301 2.937 -4.163
C -1.599 1.898 -3.603
H 0.268 3.704 -1.377
H -1.007 5.530 -2.397
H -2.668 5.074 -4.198
H -3.017 2.723 -4.951
H -1.753 0.880 -3.938
I 3.415 0.534 -2.825
```

***

This record from the Open Molecules 2025 dataset describes C19H27I2N5O4Ti as an isolated structure at a distorted geometry. The level of theory is wB97M-V/def2-TZVPD.

As for the charge: +3. As for the energy: -75068.67278 eV. The LUMO energy (alpha / beta) comes out at -11.714 / -11.685 eV. As for the highest occupied orbital energy (alpha / beta): -14.74 / -14.74 eV. For the gap between HOMO and LUMO (alpha / beta), the calculation gives 3.025 / 3.054 eV. The spin multiplicity is 2. The calculation puts the energy above the lowest of the compared OMol25 structures with the same formula, charge and spin at 4.4 kcal per mole.

XYZ file:
```
58
C19H27I2N5O4Ti (wB97M-V/def2-TZVPD)
Ti 1.144 -18.299 -8.679
C 3.461 -20.117 -8.933
C 4.026 -18.767 -9.317
O 2.905 -17.814 -9.465
C 2.848 -17.325 -10.879
C 1.423 -17.115 -11.373
O 0.401 -17.555 -10.335
C -0.768 -18.294 -10.948
C -1.242 -19.369 -10.035
O -0.356 -19.589 -8.784
C 0.038 -21.041 -8.550
C 1.409 -21.120 -7.922
O 2.228 -19.944 -8.183
H 4.172 -20.552 -8.229
H 3.320 -20.811 -9.820
H 4.600 -18.848 -10.239
H 4.701 -18.320 -8.553
H 3.342 -18.115 -11.480
H 3.464 -16.440 -11.017
H 1.269 -17.687 -12.325
H 1.189 -16.056 -11.483
H -0.452 -18.682 -11.959
H -1.531 -17.525 -11.114
H -1.236 -20.353 -10.588
H -2.289 -19.197 -9.709
H -0.030 -21.578 -9.498
H -0.673 -21.432 -7.874
H 1.963 -22.004 -8.327
H 1.316 -21.141 -6.829
I 1.788 -20.711 -11.787
I 2.502 -22.754 -14.164
C -0.615 -18.075 -5.097
C -0.048 -16.987 -5.943
N 0.728 -17.075 -7.061
C 1.081 -15.762 -7.416
C 0.283 -14.881 -6.739
N -0.393 -15.656 -5.786
C -1.435 -15.052 -4.898
N -1.017 -14.010 -3.957
N -1.578 -12.729 -4.052
N -0.875 -11.895 -3.253
C 0.111 -12.614 -2.667
C 1.078 -12.238 -1.707
C 1.934 -13.204 -1.196
C 1.884 -14.541 -1.701
C 0.887 -14.952 -2.531
C 0.007 -13.967 -3.040
H 0.094 -18.313 -4.297
H -0.815 -18.939 -5.743
H -1.548 -17.736 -4.613
H 1.819 -15.527 -8.153
H 0.150 -13.802 -6.763
H -1.870 -15.865 -4.306
H -2.212 -14.539 -5.488
H 1.059 -11.185 -1.383
H 2.673 -12.949 -0.435
H 2.686 -15.169 -1.352
H 0.667 -15.983 -2.773
```

***

- Number 5 is which compound?
  C19H27Cl32N4